1:
Below is the molecule C15H18N4O3, with properties calculated with the ωB97M-V functional and the def2-TZVPD basis.

Structure (SMILES): N[C@@H](Cc1c[nH]cn1)C(=O)N[C@@H](Cc1ccccc1)C(=O)O
LUMO energy, eV: 0.471

Bonds (Å) are listed after each position.
CARTESIAN COORDINATES (ANGSTROEM)
1 C 0.5599 -2.7186 0.9412  C2 1.542, C3 1.500, H18 1.095, N34 1.572
2 C 1.4867 -1.9298 -0.0056  C1 1.542, N37 1.331, O38 1.220
3 C -0.6721 -3.1517 0.2033  C1 1.500, C4 1.566, H19 1.117, H20 1.224
4 C -1.5213 -1.9647 -0.3636  C3 1.566, C5 1.317, N35 1.400
5 C -1.7865 -1.3307 -1.4867  C4 1.317, H21 1.008, N36 1.397
6 C -3.0693 -0.6190 0.0824  H22 1.155, N35 1.274, N36 1.353
7 C 2.2525 0.2188 -0.8847  C8 1.517, C9 1.602, H25 1.076, N37 1.433
8 C 3.5224 0.7267 -0.2285  C7 1.517, O39 1.180, O40 1.395
9 C 1.3033 1.4435 -1.2935  C7 1.602, C10 1.496, H26 1.073, H27 1.067
10 C 0.1985 2.1578 -0.5808  C9 1.496, C11 1.417, C12 1.396
11 C 0.4160 2.6874 0.7154  C10 1.417, C13 1.301, H28 1.174
12 C -1.1278 2.0907 -1.0097  C10 1.396, C14 1.387, H29 1.095
13 C -0.5629 3.0264 1.5022  C11 1.301, C15 1.400, H30 1.101
14 C -2.1945 2.3752 -0.1703  C12 1.387, C15 1.357, H31 1.094
15 C -1.8799 2.8656 1.0555  C13 1.400, C14 1.357, H32 1.066
16 H 0.1645 -2.6714 2.9354  N34 1.029
17 H -0.6664 -1.5348 2.1794  N34 1.018
18 H 1.0037 -3.5570 1.4877  C1 1.095
19 H -1.4342 -3.8124 0.6837  C3 1.117
20 H -0.2239 -3.8505 -0.6959  C3 1.224
21 H -1.2369 -1.2439 -2.3272  C5 1.008
22 H -4.1104 -0.1866 0.3328  C6 1.155
23 H -3.5170 0.0506 -1.9185  N36 1.074
24 H 1.6297 -0.1044 1.0119  N37 1.019
25 H 2.4463 -0.3521 -1.7755  C7 1.076
26 H 2.0206 2.1860 -1.5868  C9 1.073
27 H 1.0212 1.2710 -2.3082  C9 1.067
28 H 1.5218 2.6181 1.1041  C11 1.174
29 H -1.4494 1.6151 -1.9422  C12 1.095
30 H -0.4963 3.5354 2.4761  C13 1.101
31 H -3.2335 2.4712 -0.4982  C14 1.094
32 H -2.7240 3.0943 1.6655  C15 1.066
33 H 5.2706 0.2750 -0.6662  O40 1.018
34 N 0.2784 -1.9053 2.2572  C1 1.572, H16 1.029, H17 1.018
35 N -2.3016 -1.4449 0.6756  C4 1.400, C6 1.274
36 N -2.9418 -0.5776 -1.2639  C5 1.397, C6 1.353, H23 1.074
37 N 1.7181 -0.6276 0.1415  C2 1.331, C7 1.433, H24 1.019
38 O 2.1030 -2.6540 -0.7691  C2 1.220
39 O 3.6607 1.7098 0.4087  C8 1.180
40 O 4.5717 -0.1817 -0.0845  C8 1.395, H33 1.018

Atomic partial charges in e from the Mulliken method, atoms 1 to 5:
1. C 0.292
2. C -0.144
3. C -0.857
4. C 0.830
5. C -0.918



2:
Below is the molecule C15H18N4O3, with properties calculated with the ωB97M-V functional and the def2-TZVPD basis.

Structure (SMILES): CCOC(=O)c1cn(CC(=O)Nc2ccc(CC)cc2)nn1
LUMO energy, eV: 0.355

Bonds (Å) are listed after each position.
CARTESIAN COORDINATES (ANGSTROEM)
1 C -6.9149 -1.7526 1.0762  C2 1.522, H38 1.086, H39 1.088, H40 1.087
2 C -5.7162 -2.2666 0.2909  C1 1.522, H3 1.095, H4 1.092, O5 1.427
3 H -5.9990 -2.4477 -0.7514  C2 1.095
4 H -5.3163 -3.1814 0.7335  C2 1.092
5 O -4.6328 -1.3379 0.3205  C2 1.427, C6 1.346
6 C -4.6895 -0.3222 -0.5617  O5 1.346, O7 1.202, C8 1.469
7 O -5.5770 -0.1702 -1.3579  C6 1.202
8 C -3.5165 0.5471 -0.4012  C6 1.469, N9 1.355, C12 1.387
9 N -3.3348 1.6957 -1.0963  C8 1.355, N10 1.268
10 N -2.2426 2.2329 -0.7406  N9 1.268, N11 1.338
11 N -1.6667 1.4736 0.1980  N10 1.338, C12 1.344, C14 1.429
12 C -2.4288 0.3948 0.4464  C8 1.387, N11 1.344, H13 1.068
13 H -2.1699 -0.3684 1.1467  C12 1.068
14 C -0.3936 1.8241 0.7448  N11 1.429, H15 1.092, H16 1.097, C17 1.546
15 H -0.1128 2.7809 0.2986  C14 1.092
16 H -0.4650 1.9314 1.8338  C14 1.097
17 C 0.6558 0.7318 0.4349  C14 1.546, O18 1.207, N19 1.353
18 O 0.3322 -0.3908 0.1332  C17 1.207
19 N 1.9191 1.1941 0.5774  C17 1.353, C20 1.407, H37 1.011
20 C 3.1326 0.5018 0.4139  N19 1.407, C21 1.390, C25 1.392
21 C 3.2000 -0.8287 0.0190  C20 1.390, C22 1.383, H36 1.077
22 C 4.4331 -1.4387 -0.1188  C21 1.383, C23 1.389, H35 1.080
23 C 5.6144 -0.7528 0.1315  C22 1.389, C24 1.390, C28 1.501
24 C 5.5335 0.5780 0.5233  C23 1.390, C25 1.380, H27 1.080
25 C 4.3098 1.2010 0.6648  C20 1.392, C24 1.380, H26 1.082
26 H 4.2643 2.2371 0.9723  C25 1.082
27 H 6.4387 1.1330 0.7226  C24 1.080
28 C 6.9475 -1.4134 -0.0678  C23 1.501, C29 1.530, H33 1.092, H34 1.092
29 C 7.4358 -1.2077 -1.5034  C28 1.530, H30 1.087, H31 1.088, H32 1.088
30 H 8.4021 -1.6850 -1.6483  C29 1.087
31 H 7.5360 -0.1467 -1.7210  C29 1.088
32 H 6.7271 -1.6355 -2.2086  C29 1.088
33 H 7.6780 -0.9902 0.6246  C28 1.092
34 H 6.8644 -2.4829 0.1338  C28 1.092
35 H 4.4746 -2.4733 -0.4263  C22 1.080
36 H 2.2951 -1.3775 -0.1784  C21 1.077
37 H 2.0340 2.1636 0.8409  N19 1.011
38 H -7.6962 -2.5071 1.0839  C1 1.086
39 H -6.6264 -1.5276 2.1004  C1 1.088
40 H -7.3014 -0.8494 0.6106  C1 1.087

Atomic partial charges in e from the Mulliken method, atoms 1 to 5:
1. C -1.099
2. C -0.276
3. H 0.327
4. H 0.306
5. O -0.340



Tell me which of them is the least stable. Sure, it is 1.



1:
Below is a cluster of 4 separate species, C3H15NO4 in total, with properties calculated with the ωB97M-V functional and the def2-TZVPD basis.

Structure (SMILES): CCNCO.O.O.O
LUMO energy, eV: 0.499

Bonds (Å) are listed after each position.
CARTESIAN COORDINATES (ANGSTROEM)
1 C -1.5147 -0.6665 -1.4059  N2 1.447, C5 1.560, H6 1.101, H7 1.089
2 N -0.4401 0.2182 -1.0108  C1 1.447, C3 1.452, H8 1.019
3 C 0.9274 0.0885 -1.4813  N2 1.452, O4 1.416, H9 1.095, H10 1.090
4 O 1.7208 -0.8564 -0.7867  C3 1.416, H11 0.963
5 C -2.8177 -0.1059 -0.7567  C1 1.560, H12 1.090, H13 1.081, H14 1.088
6 H -1.3443 -1.6809 -1.0129  C1 1.101
7 H -1.6034 -0.6794 -2.4911  C1 1.089
8 H -0.3589 0.3398 -0.0024  N2 1.019
9 H 1.3814 1.0742 -1.3390  C3 1.095
10 H 0.8859 -0.3473 -2.4797  C3 1.090
11 H 1.7099 -0.7156 0.1658  O4 0.963
12 H -3.5717 -0.8889 -0.8379  C5 1.090
13 H -3.0286 0.8223 -1.2696  C5 1.081
14 H -2.5666 -0.0204 0.2986  C5 1.088
15 H -1.9870 0.4681 2.4395  O17 0.960
16 H -0.9005 1.0478 3.3426  O17 0.960
17 O -1.0678 0.3602 2.6939  H15 0.960, H16 0.960
18 H 4.5888 -3.1780 2.0051  O20 0.967
19 H 4.7610 -4.0370 3.2258  O20 0.966
20 O 4.0953 -3.5080 2.7683  H18 0.967, H19 0.966
21 H 0.0442 3.5597 -1.1550  O23 0.962
22 H 0.3253 4.6181 -0.1195  O23 0.960
23 O 0.7613 4.0875 -0.7908  H21 0.962, H22 0.960

Atomic partial charges in e from the Mulliken method, atoms 1 to 5:
1. C -0.445
2. N -0.126
3. C -0.405
4. O -0.531
5. C -0.703



2:
Below is a cluster of 4 separate species, C3H15NO4 in total, with properties calculated with the ωB97M-V functional and the def2-TZVPD basis.

Structure (SMILES): NCCCO.O.O.O
LUMO energy, eV: 0.596

Bonds (Å) are listed after each position.
CARTESIAN COORDINATES (ANGSTROEM)
1 C -1.9149 -0.2792 0.7944  C2 1.534, N5 1.460, H6 1.093, H7 1.096
2 C -1.0501 -0.5440 -0.4453  C1 1.534, C3 1.503, H8 1.091, H9 1.064
3 C -1.4831 0.1359 -1.7140  C2 1.503, O4 1.431, H10 1.095, H11 1.094
4 O -0.3832 0.1396 -2.6292  C3 1.431, H12 0.961
5 N -1.0891 0.2245 1.8886  C1 1.460, H13 1.018, H14 1.014
6 H -2.5518 -1.1350 1.0323  C1 1.093
7 H -2.5742 0.5665 0.5699  C1 1.096
8 H -0.9518 -1.6196 -0.5965  C2 1.091
9 H -0.0762 -0.2079 -0.1803  C2 1.064
10 H -1.8137 1.1575 -1.4983  C3 1.095
11 H -2.3258 -0.3591 -2.2061  C3 1.094
12 H -0.4843 0.8192 -3.3009  O4 0.961
13 H -0.3558 -0.4067 2.2038  N5 1.018
14 H -1.6878 0.4025 2.6868  N5 1.014
15 H 1.2850 2.2935 1.6351  O17 0.960
16 H 1.1928 1.7126 0.1524  O17 0.955
17 O 1.7439 2.1358 0.8071  H15 0.960, H16 0.955
18 H 1.3213 -1.9214 -2.3310  O20 0.965
19 H 1.4867 -0.4635 -2.1894  O20 0.973
20 O 1.9851 -1.2852 -2.0383  H18 0.965, H19 0.973
21 H 2.2751 -1.0905 2.7091  O23 0.967
22 H 1.7166 0.2721 2.6489  O23 0.968
23 O 1.4949 -0.6012 3.0024  H21 0.967, H22 0.968

Atomic partial charges in e from the Mulliken method, atoms 1 to 5:
1. C -0.581
2. C -0.284
3. C -0.528
4. O -0.468
5. N -0.494



Tell me which of them is the least stable. Sure, it is 1.



1:
Below is a cluster of 2 separate species, C6H8N2OS in total, with properties calculated with the ωB97M-V functional and the def2-TZVPD basis.

LUMO energy, eV: 0.218

Bonds (Å) are listed after each position.
CARTESIAN COORDINATES (ANGSTROEM)
1 C -3.4512 -0.0828 -0.8855  C2 1.327, N7 1.373, H11 1.022
2 C -2.6769 0.9138 -0.4753  C1 1.327, N8 1.397, H12 1.085
3 C -2.3814 -0.9441 0.7364  N7 1.258, N8 1.421, H13 1.122
4 C -0.9310 0.8333 1.4223  N8 1.377, S10 1.741
5 C 3.5789 -0.6257 -0.9416  C6 1.471, H14 1.075, H15 1.163, H16 1.065
6 C 2.6308 -0.6857 0.1813  C5 1.471, O9 1.207, H18 1.215
7 N -3.2014 -1.2301 -0.1741  C1 1.373, C3 1.258
8 N -1.9605 0.4078 0.6123  C2 1.397, C3 1.421, C4 1.377
9 O 1.5327 -0.1859 0.1989  C6 1.207
10 S -0.3059 2.4403 1.1808  C4 1.741, H17 1.426
11 H -4.0954 -0.0755 -1.6795  C1 1.022
12 H -2.6406 1.9646 -0.7436  C2 1.085
13 H -1.6916 -1.6755 1.2341  C3 1.122
14 H 4.4351 -0.0253 -0.6938  C5 1.075
15 H 4.0430 -1.6476 -1.2458  C5 1.163
16 H 3.2056 -0.1278 -1.8060  C5 1.065
17 H 0.8186 1.9148 1.8828  S10 1.426
18 H 3.0912 -1.1685 1.1965  C6 1.215

Atomic partial charges in e from the Mulliken method, atoms 1 to 5:
1. C -0.553
2. C -0.042
3. C -0.036
4. C -0.271
5. C -0.977



2:
Below is the molecule C6H8N2OS, with properties calculated with the ωB97M-V functional and the def2-TZVPD basis.

Structure (SMILES): c1nc([C@H]2CCON2)cs1
LUMO energy, eV: 0.681

Bonds (Å) are listed after each position.
CARTESIAN COORDINATES (ANGSTROEM)
1 C -0.6661 1.8834 1.2106  C3 1.375, S10 1.740, H11 0.987
2 C -2.4937 0.3969 1.6953  N7 1.277, S10 1.746, H12 1.067
3 C -0.6049 0.6602 0.5859  C1 1.375, C6 1.502, N7 1.387
4 C 1.2873 -0.8656 0.0059  C5 1.564, C6 1.557, H13 1.125, H14 1.076
5 C 1.7719 -1.3294 -1.4068  C4 1.564, O9 1.428, H15 1.137, H16 1.110
6 C 0.4238 0.3428 -0.4620  C3 1.502, C4 1.557, N8 1.494, H17 1.054
7 N -1.7094 -0.1385 0.8421  C2 1.277, C3 1.387
8 N -0.0756 -0.0877 -1.8025  C6 1.494, O9 1.477, H18 1.078
9 O 0.5874 -1.3451 -2.2049  C5 1.428, N8 1.477
10 S -1.9946 1.9444 2.3326  C1 1.740, C2 1.746
11 H -0.2537 2.7786 1.2592  C1 0.987
12 H -3.3152 -0.0903 2.1704  C2 1.067
13 H 0.6711 -1.6608 0.5101  C4 1.125
14 H 1.9312 -0.5640 0.8131  C4 1.076
15 H 2.3740 -0.5608 -1.9902  C5 1.137
16 H 2.2119 -2.3354 -1.2437  C5 1.110
17 H 0.9935 1.2205 -0.5875  C6 1.054
18 H -1.1389 -0.2491 -1.7275  N8 1.078

Atomic partial charges in e from the Mulliken method, atoms 1 to 5:
1. C -0.463
2. C -0.175
3. C -0.215
4. C -0.790
5. C -0.410



3:
Below is the molecule C6H8N2OS, with properties calculated with the ωB97M-V functional and the def2-TZVPD basis.

LUMO energy (alpha / beta), eV: -1.284 / -1.735

Bonds (Å) are listed after each position.
CARTESIAN COORDINATES (ANGSTROEM)
1 C 2.4431 2.0924 0.5392  C3 1.363, N7 1.366, H11 1.015
2 C 1.7352 0.7718 -1.0052  N7 1.285, N8 1.355, H12 1.171
3 C 1.1450 1.8118 0.8445  C1 1.363, N8 1.393
4 C -0.6134 0.3864 -0.1380  C5 1.541, C6 1.497, N8 1.426, S10 1.948
5 C -1.0011 0.0769 1.3206  C4 1.541, H13 1.096, H14 1.189, H15 1.063
6 C -0.9443 -0.7039 -1.1086  C4 1.497, H16 1.062, H17 1.087, H18 1.111
7 N 2.7760 1.4015 -0.5915  C1 1.366, C2 1.285
8 N 0.6976 0.9484 -0.1523  C2 1.355, C3 1.393, C4 1.426
9 O -3.1952 1.3571 -0.1950  S10 1.545
10 S -1.7988 1.8497 -0.6353  C4 1.948, O9 1.545
11 H 3.1218 2.4237 1.2173  C1 1.015
12 H 1.7463 0.1210 -1.9785  C2 1.171
13 H -1.9702 -0.4347 1.3579  C5 1.096
14 H -1.0119 1.0838 1.9521  C5 1.189
15 H -0.2664 -0.6167 1.6502  C5 1.063
16 H -1.9618 -0.9819 -0.9854  C6 1.062
17 H -0.5018 -1.6895 -0.9878  C6 1.087
18 H -0.7692 -0.4679 -2.1797  C6 1.111

Atomic partial charges in e from the Mulliken method, atoms 1 to 5:
1. C -0.472
2. C 0.190
3. C -0.147
4. C 0.891
5. C -1.447



Tell me which of them is the least stable. Sure, it is 3.